This record from OMol25 describes C27H40BBr3Cl5F8K2LiNNaO15S as an isolated structure. The level of theory is the ωB97M-V functional and the def2-TZVPD basis.

Charge: 0

Each line ends with the Mulliken charge.
Positions of all 105 atoms, in Å:
C  4.5325  4.2574  1.1814  -0.91
C  3.8949  3.1969  0.0992  -0.16
O  3.8918  1.7904  0.5488  -0.26
C  5.1913  1.1558  0.2223  -0.35
C  5.2273  0.4434  -1.2690  -0.90
O  4.2582  0.9952  -2.2283  -0.41
C  2.9777  0.2739  -2.1395  0.09
C  1.7149  1.2584  -2.6255  -0.66
O  0.6740  1.0902  -1.5962  -0.07
C  -0.3579  0.1928  -2.2158  -1.11
C  -1.5780  -0.1980  -1.1242  0.96
C  -1.3756  -1.7892  -0.8541  -0.95
C  -0.0781  -2.1823  0.0972  0.30
C  -0.4751  -3.4527  1.1096  -1.00
O  1.0712  -2.6178  -0.7133  -0.57
O  -1.1662  0.6778  0.0229  -0.05
S  -2.1988  0.5796  1.3452  0.52
O  -2.3047  -0.7856  2.0522  -0.84
O  -1.6043  1.5444  2.4483  -0.43
C  -3.8490  1.2380  0.6483  -1.17
C  -3.5838  2.8066  0.3099  -0.41
O  -4.7655  3.5626  0.8466  -0.38
N  -4.5934  3.7909  2.1622  0.02
O  -5.5625  3.3314  2.7825  -0.07
C  -4.2873  0.2826  -0.6551  1.35
C  -4.7458  -1.1516  0.0406  -0.13
O  -4.8582  -2.3377  -0.5581  -0.61
O  -5.2288  -1.2596  1.4644  -0.69
C  -5.7126  0.8991  -1.1721  1.27
F  -6.6206  1.3454  -0.0455  -0.25
F  -6.5090  -0.2061  -1.8306  -0.31
C  -5.6825  2.1276  -2.2242  0.28
F  -6.4687  1.7574  -3.4514  -0.28
F  -6.3813  3.3419  -1.6641  -0.40
C  -3.0775  0.2271  -1.7397  -1.05
C  -3.3872  -0.3187  -3.2390  -0.30
C  -4.0660  -1.7476  -3.4951  0.28
O  -5.3121  -1.7803  -4.0482  -0.50
Cl  -3.3414  -3.4517  -3.2161  -0.13
H  3.7199  4.4719  2.0099  0.28
H  4.8259  5.2396  0.5956  0.31
H  5.5120  3.7970  1.6684  0.23
H  4.5788  3.2395  -0.8782  0.22
H  2.8065  3.5052  -0.2203  0.21
H  5.3298  0.2766  1.0027  0.29
H  6.1023  1.9012  0.3749  0.28
H  4.9944  -0.7197  -1.1692  0.34
H  6.3088  0.6202  -1.7115  0.61
H  2.7556  -0.0359  -1.0096  0.30
H  3.0301  -0.6969  -2.7916  0.13
H  1.3745  0.9844  -3.7137  -0.18
H  2.1712  2.3513  -2.6753  0.42
H  0.2371  -0.7465  -2.5782  0.19
H  -0.7848  0.8533  -3.1148  0.28
H  -2.2815  -2.3707  -0.4111  0.35
H  -1.1312  -2.2939  -1.9082  0.47
H  0.2849  -1.3273  0.8025  0.26
H  0.2170  -3.2958  2.0668  0.17
H  -1.5834  -3.3822  1.5091  0.23
H  -0.1960  -4.4971  0.6605  0.36
H  0.9146  -3.5131  -1.1375  0.38
H  -4.6180  1.2241  1.5247  1.32
H  -3.5072  3.1062  -0.8120  0.10
H  -2.6527  3.2969  0.8502  0.36
H  -4.6328  2.4995  -2.5788  0.06
H  -2.8647  1.3925  -1.9649  0.04
H  -4.0925  0.4964  -3.7586  0.34
H  -2.4257  -0.2952  -3.9508  0.30
K  7.2794  -1.0513  -1.3720  1.08
K  -3.5206  0.0096  3.3019  1.19
Cl  0.8051  -0.9433  -5.8473  -0.13
C  1.4874  0.1502  -7.0769  -0.54
C  2.9228  0.5412  -6.7651  -0.43
Cl  3.0384  1.5920  -5.3310  -0.10
H  0.8374  1.0278  -7.1486  0.28
H  1.4463  -0.3822  -8.0316  0.40
H  3.3459  1.1029  -7.6033  0.33
H  3.5517  -0.3378  -6.5928  0.29
C  11.2783  -4.2172  -2.0695  -0.30
Br  11.3158  -4.5326  -0.1502  0.02
Br  9.7337  -5.0491  -2.9097  -0.10
Br  11.4009  -2.3228  -2.4942  -0.07
H  12.1682  -4.6974  -2.4897  0.45
B  -8.3206  1.1603  4.7364  0.60
F  -7.0152  0.5849  4.4563  -0.34
F  -8.2177  2.0672  5.8680  -0.42
F  -8.7882  1.8916  3.5701  -0.43
F  -9.2613  0.0974  5.0512  -0.40
Li  10.0387  -3.9350  -4.8691  0.81
C  0.4527  -0.8708  8.8373  -1.48
C  0.2963  -0.9137  7.3312  0.57
C  -0.9228  -1.6535  6.8706  -0.50
O  -0.5438  -2.0860  5.5756  -0.24
C  0.8186  -2.2045  5.5932  0.63
O  1.4787  -2.7287  4.7114  -0.59
O  1.3428  -1.6617  6.7331  -0.36
H  1.4370  -0.4738  9.1078  0.35
H  -0.3180  -0.2431  9.2945  0.38
H  0.3900  -1.8740  9.2725  0.36
H  0.3332  0.1022  6.9195  0.28
H  -1.8076  -1.0131  6.8205  0.31
H  -1.1541  -2.5374  7.4753  0.29
Cl  -1.3613  2.2738  4.4049  -0.71
Cl  10.0387  -6.3912  -6.3398  -0.80
Na  -4.6613  4.5501  -0.7985  0.93

Cartesian forces (eV/Å) of the 3 atoms listed first:
-0.39 -0.60 -0.17
0.94 1.08 -1.20
2.49 0.35 -1.11

This record from OMol25 describes a 2-piece molecular cluster, C27H40BF9N4O5PS overall. The level of theory is the ωB97M-V functional and the def2-TZVPD basis.

Charge: -1

Each line ends with the Mulliken charge.
Positions of all 88 atoms, in Å:
C  -3.2581  -0.4049  0.1071  -1.19
B  -2.2267  -0.9710  1.2594  2.15
O  -2.6771  -2.2490  1.7421  -0.97
P  -0.6575  -0.0439  1.9338  0.75
C  0.3603  -1.6026  1.5126  -1.09
C  0.6983  -2.6127  2.6714  -0.88
S  -0.2125  -4.2456  2.5435  -0.25
C  1.0993  -5.5225  2.5757  0.58
N  1.8985  -5.5218  3.6682  -0.12
N  2.7893  -6.5333  3.4307  -0.48
C  2.5189  -7.0813  2.2334  -0.05
O  1.4149  -6.4609  1.6378  -0.28
C  -0.2786  0.9673  0.3261  -0.77
C  0.2851  0.2542  -0.9032  0.49
C  1.4897  0.8755  -1.5430  -0.60
C  2.1336  0.3443  -2.7277  -0.94
C  1.6401  -0.8763  -3.3914  -0.73
C  0.4502  -1.4899  -2.8250  0.51
C  -0.1705  -2.7766  -3.4747  -1.28
C  -0.1867  -0.9156  -1.6275  0.56
C  0.6993  0.8583  3.0566  0.23
F  0.6810  0.4589  4.4105  -0.40
F  0.2375  2.1962  3.1446  -0.34
C  2.1898  0.9353  2.6220  0.67
F  2.5755  2.3035  2.7269  -0.36
F  2.5853  0.6259  1.3438  -0.22
C  3.2799  0.2741  3.5912  0.43
F  3.4435  1.0266  4.7405  -0.30
F  2.9980  -1.0081  3.9825  -0.24
C  4.7241  0.1780  2.9058  0.62
F  5.1705  1.3395  2.3799  -0.23
F  5.5917  -0.1219  3.9550  -0.29
F  4.8305  -0.8897  2.0591  -0.23
O  -1.2097  -0.6839  3.4631  -0.60
C  -2.4036  -0.1175  4.0044  -1.37
C  -2.7664  1.1960  3.1563  1.16
C  -2.6656  2.3251  4.3266  -1.04
C  -2.4457  3.7771  3.7784  -0.07
N  -1.4978  4.5102  4.2393  -0.82
C  -4.3162  1.3495  2.7706  -1.10
C  -4.5910  2.4327  1.6570  -0.42
N  -5.5865  3.4498  2.0914  -0.77
O  -1.8139  1.3132  2.1426  -1.11
H  -3.2386  0.7029  -0.0089  -0.01
H  -4.3008  -0.6443  0.4928  0.40
H  -3.1777  -0.9713  -0.8608  0.46
H  -3.2519  -2.6658  1.0800  0.24
H  -0.2772  -2.1906  0.7883  0.42
H  1.3088  -1.4365  0.9399  0.47
H  0.7283  -2.2178  3.7118  0.46
H  1.7663  -2.9558  2.5030  0.44
H  3.1440  -7.9045  1.8391  0.38
H  -1.1771  1.5693  0.0127  0.88
H  0.4548  1.7744  0.6375  0.25
H  1.9252  1.8021  -1.0837  0.29
H  3.0262  0.8881  -3.1152  0.34
H  2.1643  -1.2960  -4.2776  0.39
H  0.2363  -3.7180  -3.0266  0.26
H  -1.2845  -2.6863  -3.3609  0.34
H  0.0370  -2.7018  -4.5797  0.34
H  -1.0950  -1.4359  -1.2579  -0.14
H  -3.3069  -0.7968  4.0139  0.17
H  -2.1764  -0.0026  5.1030  0.37
H  -1.7096  2.0672  4.8744  0.37
H  -3.4797  2.2291  5.0857  0.45
H  -3.0345  4.2459  2.9498  0.26
H  -0.9919  3.9988  4.9719  0.31
H  -4.7012  0.3369  2.4431  0.33
H  -4.9469  1.6256  3.6553  0.63
H  -5.0577  1.9052  0.7769  0.46
H  -3.6116  2.8795  1.3163  0.28
H  -5.1363  4.2572  2.5295  0.29
H  -6.0467  3.8371  1.2596  0.25
C  3.4345  2.4590  -7.3831  -1.07
C  3.2931  0.9493  -7.2813  -0.36
O  2.2629  0.5334  -6.4016  -0.35
C  0.9488  0.9615  -6.7202  -0.24
C  0.4662  0.4850  -8.0800  -1.17
H  3.6201  2.8920  -6.3969  0.29
H  4.2648  2.7193  -8.0436  0.39
H  2.5329  2.9274  -7.7808  0.27
H  4.2222  0.5343  -6.8854  0.35
H  3.1512  0.5009  -8.2708  0.29
H  0.8757  2.0512  -6.6368  0.30
H  0.2954  0.5499  -5.9479  0.31
H  1.0821  0.8742  -8.8931  0.28
H  -0.5613  0.8109  -8.2527  0.40
H  0.5015  -0.6057  -8.1363  0.31

Cartesian forces (eV/Å) of the 3 atoms listed first:
-0.77 -0.36 0.56
-1.81 -1.04 -1.43
0.95 1.01 -0.67

Summary of frontier orbital gap in eV
2.727, 7.005
(order as listed above)
Summary of LUMO level in eV
-3.36, 2.30
(order as listed above)
Summary of max |F| in eV Å⁻¹
11.56, 3.79
(order as listed above)